Record 1
Computed, not measured: a 7-piece molecular cluster, C27H56O10S overall, with ωB97M-V with the def2-TZVPD basis set.

CARTESIAN COORDINATES (ANGSTROEM)
C 1.105 3.044 -1.425
O 1.753 3.851 -0.404
S 1.112 3.926 1.059
O -0.298 4.036 0.928
O 1.257 2.405 1.626
C 2.522 1.757 1.438
C 2.772 0.874 2.600
O 1.865 -0.220 2.688
H 1.186 3.575 -2.354
H 1.640 2.114 -1.525
H 0.076 2.840 -1.181
H 2.492 1.184 0.518
H 3.333 2.471 1.346
H 3.787 0.491 2.562
H 2.670 1.449 3.509
H 1.505 -0.405 1.812
C -4.276 2.332 0.365
C -4.074 0.822 0.479
C -3.592 0.471 -0.923
O -2.869 1.610 -1.398
C -3.108 2.733 -0.525
H -4.264 2.847 1.323
H -5.227 2.547 -0.128
H -3.299 0.601 1.215
H -4.976 0.279 0.759
H -4.437 0.275 -1.594
H -2.935 -0.401 -0.934
H -2.212 2.923 0.069
H -3.316 3.616 -1.130
C 4.653 5.261 5.518
C 5.718 4.178 5.698
C 4.892 2.908 5.533
O 3.840 3.234 4.622
C 3.775 4.650 4.434
H 5.057 6.231 5.232
H 4.084 5.386 6.440
H 6.467 4.250 4.907
H 6.231 4.222 6.657
H 4.451 2.593 6.484
H 5.466 2.074 5.125
H 4.150 4.892 3.434
H 2.733 4.965 4.497
C 0.773 1.024 -6.498
C 2.097 0.469 -5.972
C 2.312 1.320 -4.725
O 1.011 1.632 -4.229
C 0.018 1.293 -5.204
H 0.238 0.341 -7.154
H 0.945 1.957 -7.039
H 1.982 -0.582 -5.697
H 2.920 0.547 -6.680
H 2.835 2.252 -4.967
H 2.874 0.802 -3.946
H -0.518 0.407 -4.870
H -0.692 2.116 -5.283
C -2.097 2.596 5.279
C -1.007 2.553 4.208
C 0.169 3.192 4.939
O 0.008 2.860 6.321
C -1.292 2.316 6.544
H -2.897 1.874 5.123
H -2.541 3.593 5.326
H -0.768 1.519 3.952
H -1.267 3.077 3.290
H 0.157 4.283 4.835
H 1.132 2.819 4.590
H -1.198 1.239 6.721
H -1.719 2.777 7.436
C -2.330 -4.252 -3.331
C -3.607 -3.456 -3.055
C -3.302 -2.137 -3.755
O -2.460 -2.462 -4.864
C -1.993 -3.807 -4.749
H -2.458 -5.330 -3.249
H -1.541 -3.947 -2.640
H -4.463 -3.946 -3.523
H -3.825 -3.328 -1.997
H -2.766 -1.453 -3.091
H -4.195 -1.632 -4.124
H -2.506 -4.426 -5.491
H -0.923 -3.830 -4.962
C -1.209 -7.971 -1.487
C -0.975 -9.478 -1.381
C -0.540 -9.820 -2.802
O 0.135 -8.665 -3.302
C -0.088 -7.556 -2.432
H -1.168 -7.450 -0.532
H -2.182 -7.773 -1.942
H -0.166 -9.684 -0.677
H -1.853 -10.038 -1.064
H -1.405 -10.030 -3.441
H 0.138 -10.673 -2.848
H 0.837 -7.347 -1.883
H -0.336 -6.680 -3.033

Computed properties:
Frontier orbital gap ... 9.6 eV
Highest occupied orbital energy ... -9.09 eV
LUMO level ... 0.48 eV

---

Record 2
Computed, not measured: a 2-piece molecular cluster, C8H15NSi overall, with ωB97M-V with the def2-TZVPD basis set.

CARTESIAN COORDINATES (ANGSTROEM)
C -0.497 2.130 -3.289
C 2.035 -1.766 1.427
C -0.954 -2.897 -0.572
C 0.368 1.872 -2.314
C 2.003 -1.060 0.262
C -0.779 -1.636 -0.936
C 0.350 1.719 1.627
C -1.629 0.346 1.524
N -0.239 0.500 1.071
Si 0.405 -0.341 -0.303
H -0.510 3.114 -3.887
H -1.370 1.614 -3.494
H 2.993 -2.072 1.730
H 1.275 -1.855 2.217
H -1.650 -3.537 -1.240
H -0.339 -3.489 0.057
H 1.213 2.381 -1.963
H 2.897 -1.227 -0.361
H -1.514 -1.239 -1.696
H 0.269 1.862 2.673
H 1.413 1.910 1.553
H -0.024 2.738 1.094
H -2.255 1.053 0.925
H -1.780 -0.688 1.292
H -1.681 0.568 2.601

Computed properties:
Frontier orbital gap (spin up / spin down) ... 7.6 / 7.7 eV
Highest occupied orbital energy (spin up / spin down) ... -7.32 / -7.32 eV
Energy above the lowest of the compared OMol25 structures with the same formula, charge and spin ... 603.7 kJ/mol
LUMO level (spin up / spin down) ... 0.33 / 0.33 eV

---

Record 3
Computed, not measured: a single FHIN molecule, with ωB97M-V with the def2-TZVPD basis set.

CARTESIAN COORDINATES (ANGSTROEM)
N 0.688 0.358 -0.535
F 0.045 1.208 -1.407
I 1.200 -1.444 -1.625
H -0.199 0.048 0.165

Computed properties:
Frontier orbital gap ... 8.8 eV
Highest occupied orbital energy ... -9.75 eV
Energy above the lowest of the compared OMol25 structures with the same formula, charge and spin ... 15.6 kJ/mol
SMILES ... FNI
LUMO level ... -0.95 eV

---

Record 4
Computed, not measured: a 2-piece molecular cluster, C7H15N3O5PS overall, with ωB97M-V with the def2-TZVPD basis set.

CARTESIAN COORDINATES (ANGSTROEM)
C 2.083 1.925 3.784
C 2.724 2.029 2.315
N 1.665 1.562 1.372
C 0.519 2.261 1.105
N -0.203 1.575 0.188
C 0.409 0.353 -0.188
C 1.613 0.397 0.599
P 2.995 -0.897 0.593
N 3.550 -0.897 -1.090
O 2.312 -2.412 0.916
H 2.811 1.523 4.524
H 1.703 2.946 4.027
H 1.192 1.245 3.707
H 3.604 1.339 2.246
H 3.033 3.076 2.067
H 0.318 3.221 1.616
H -1.083 1.963 -0.155
H 0.030 -0.402 -0.902
H 2.687 -1.045 -1.641
H 3.773 0.098 -1.257
H 3.066 -3.032 0.821
C -3.219 -2.432 -1.617
C -3.309 -2.211 -3.115
O -4.189 -1.095 -3.269
S -4.014 -0.101 -2.013
O -3.120 0.945 -2.390
O -5.293 0.141 -1.450
O -3.209 -1.118 -1.046
H -4.097 -2.961 -1.240
H -2.320 -2.978 -1.333
H -3.695 -3.081 -3.642
H -2.337 -1.936 -3.534

Computed properties:
Frontier orbital gap ... 9.1 eV
Charge ... +1
Highest occupied orbital energy ... -12.23 eV
Energy above the lowest of the compared OMol25 structures with the same formula, charge and spin ... 96.7 kJ/mol
LUMO level ... -3.15 eV

---

Record 5
Computed, not measured: C12H24CoO6 as an isolated structure, with ωB97M-V with the def2-TZVPD basis set.

CARTESIAN COORDINATES (ANGSTROEM)
Co -0.031 0.090 -0.034
C 2.509 1.571 -0.380
C 2.857 0.392 0.515
O 1.929 -0.683 0.269
C 2.313 -1.519 -0.850
C 1.054 -1.952 -1.559
O 0.289 -0.738 -1.747
C -0.825 -0.811 -2.668
C -1.689 0.395 -2.357
O -1.902 0.507 -0.936
C -2.963 -0.287 -0.371
C -2.429 -1.616 0.140
O -1.216 -1.393 0.888
C -1.459 -1.045 2.274
C -0.382 -0.080 2.702
O -0.352 0.931 1.667
C 0.396 2.135 1.955
C 0.625 2.799 0.612
O 1.092 1.834 -0.351
H 2.740 1.352 -1.422
H 3.061 2.466 -0.091
H 2.768 0.629 1.573
H 3.878 0.054 0.336
H 2.874 -2.377 -0.480
H 2.940 -0.944 -1.533
H 0.464 -2.652 -0.962
H 1.283 -2.395 -2.528
H -1.352 -1.754 -2.521
H -0.438 -0.773 -3.686
H -2.643 0.340 -2.881
H -1.182 1.314 -2.645
H -3.753 -0.438 -1.108
H -3.370 0.312 0.442
H -2.161 -2.295 -0.666
H -3.166 -2.119 0.767
H -1.444 -1.952 2.878
H -2.435 -0.566 2.361
H 0.601 -0.555 2.760
H -0.627 0.382 3.659
H 1.327 1.870 2.458
H -0.199 2.767 2.615
H 1.331 3.625 0.696
H -0.313 3.179 0.209

Computed properties:
Frontier orbital gap (spin up / spin down) ... 9.8 / 11.0 eV
<S²> ... 0.76
Charge ... +2
Highest occupied orbital energy (spin up / spin down) ... -16.70 / -16.98 eV
2S+1 ... 2
LUMO level (spin up / spin down) ... -6.87 / -5.96 eV

---

Record 6
Computed, not measured: C29H25ClIN6O6Ti as an isolated structure, with ωB97M-V with the def2-TZVPD basis set.

CARTESIAN COORDINATES (ANGSTROEM)
Ti 0.791 -0.131 0.665
C 4.798 -1.434 0.060
C 3.769 -2.150 -0.764
N 4.172 -2.804 -1.856
C 3.232 -3.429 -2.577
C 1.888 -3.438 -2.284
C 0.927 -4.175 -3.163
O 0.447 -5.398 -2.582
C 1.433 -2.746 -1.125
C 0.065 -2.732 -0.751
N -0.433 -1.993 0.283
C -1.708 -2.298 0.704
C -2.758 -2.671 -0.162
C -4.041 -2.902 0.295
C -4.351 -2.790 1.645
C -3.333 -2.480 2.536
C -2.050 -2.259 2.068
I -0.496 -2.056 3.458
C 2.434 -2.103 -0.358
O 2.119 -1.446 0.775
H 5.762 -1.492 -0.442
H 4.879 -1.881 1.054
H 4.515 -0.391 0.210
H 3.584 -3.952 -3.462
H 1.417 -4.449 -4.098
H 0.069 -3.536 -3.407
H 0.516 -5.303 -1.626
H -0.605 -3.412 -1.267
H -2.559 -2.734 -1.224
H -4.815 -3.163 -0.416
H -5.357 -2.967 2.004
H -3.529 -2.444 3.600
O 2.176 4.840 3.801
C 1.092 4.314 4.334
O 0.460 4.863 5.209
C 0.596 3.036 3.749
C -0.539 2.384 4.187
N -0.686 1.292 3.425
N 0.287 1.179 2.514
C 1.074 2.226 2.699
C 2.262 2.312 1.784
O 3.039 3.269 1.912
O 2.331 1.367 0.953
H 2.555 4.269 3.058
H -1.218 2.637 4.983
H -1.359 0.546 3.512
Cl -0.988 0.432 -3.866
C -0.542 1.874 -2.972
C -1.145 3.059 -3.371
C -0.822 4.249 -2.745
C 0.133 4.232 -1.732
C 0.717 3.041 -1.347
C 0.390 1.800 -1.928
C 1.009 0.556 -1.437
H -1.861 3.035 -4.183
H -1.287 5.175 -3.059
H 0.430 5.154 -1.246
H 1.480 3.045 -0.578
H 2.093 0.698 -1.389
H 0.803 -0.287 -2.098
N -3.127 2.162 -0.002
C -3.240 1.153 -0.932
C -2.171 0.346 -0.722
N -1.411 0.832 0.317
C -2.014 1.925 0.722
H -3.727 2.961 0.091
H -4.035 1.115 -1.654
H -1.865 -0.525 -1.271
H -1.668 2.596 1.490

Computed properties:
Frontier orbital gap (spin up / spin down) ... 5.0 / 7.1 eV
<S²> ... 2.03
Charge ... -1
Highest occupied orbital energy (spin up / spin down) ... -3.02 / -5.12 eV
2S+1 ... 3
Energy above the lowest of the compared OMol25 structures with the same formula, charge and spin ... 67.2 kJ/mol
LUMO level (spin up / spin down) ... 1.96 / 1.95 eV

---

Record 7
Computed, not measured: C23H24N4OPdS2Te as an isolated structure, with ωB97M-V with the def2-TZVPD basis set.

CARTESIAN COORDINATES (ANGSTROEM)
Pd -0.264 -0.288 -1.139
N -1.609 -3.810 0.871
C -1.310 -2.573 0.392
S -0.743 -2.501 -1.256
N -1.481 -1.578 1.234
N -1.137 -0.384 0.672
C -1.200 0.714 1.344
C -1.629 0.812 2.758
C -1.126 -0.058 3.722
C -1.520 0.065 5.045
C -2.432 1.044 5.416
C -2.947 1.906 4.459
C -2.542 1.794 3.138
C -0.798 1.937 0.588
C -0.493 3.141 1.200
C -0.183 4.232 0.399
C -0.185 4.096 -0.977
C -0.438 2.842 -1.514
N -0.733 1.798 -0.751
H -1.696 -4.561 0.210
H -2.185 -3.844 1.696
H -0.428 -0.828 3.429
H -1.117 -0.611 5.788
H -2.742 1.133 6.449
H -3.665 2.666 4.739
H -2.955 2.461 2.391
H -0.482 3.218 2.277
H 0.065 5.182 0.855
H 0.032 4.929 -1.630
H -0.383 2.651 -2.578
O 2.008 0.337 0.736
S 2.299 -1.126 0.561
C 4.043 -1.245 0.092
C 4.831 -1.066 1.381
C 4.157 -2.018 2.365
C 2.655 -1.754 2.246
H 4.202 -0.484 -0.671
H 4.192 -2.234 -0.348
H 4.723 -0.034 1.722
H 5.894 -1.271 1.252
H 4.506 -1.885 3.389
H 4.372 -3.050 2.076
H 2.322 -0.929 2.877
H 2.032 -2.627 2.438
Te 1.139 -0.118 -3.274
C -0.297 -0.369 -4.795
C -1.655 -0.514 -4.522
C -2.567 -0.670 -5.557
C -2.140 -0.682 -6.877
C -0.787 -0.537 -7.154
C 0.127 -0.383 -6.122
H -2.000 -0.515 -3.495
H -3.619 -0.786 -5.326
H -2.852 -0.807 -7.682
H -0.439 -0.548 -8.179
H 1.179 -0.272 -6.358

Computed properties:
Frontier orbital gap ... 6.0 eV
Highest occupied orbital energy ... -6.54 eV
Energy above the lowest of the compared OMol25 structures with the same formula, charge and spin ... 38.4 kJ/mol
LUMO level ... -0.50 eV

---

| no. | maximum force (eV Å⁻¹) |
| --- | --- |
| 1 | 1.8 |
| 2 | 3.6 |
| 3 | 3.8 |
| 4 | 4.3 |
| 5 | 0.1 |
| 6 | 0.6 |
| 7 | 1.0 |